[1]
56
Properties=species:S:1:pos:R:3:forces:R:3 method="wB97M-V/def2-TZVPD" charge=-2 homo_energy_ev="-1.95 / -1.83" energy_ev=-169295.6603 multiplicity=2
Ir -1.0592 1.3966 0.0589 1.385 2.506 1.219
O -0.3009 -2.4779 2.1257 -0.077 -0.513 0.108
C -0.3448 -1.3183 1.7280 0.941 0.244 1.351
O -0.9106 -0.9084 0.6888 -0.647 0.775 -1.334
C 0.4787 -0.2702 2.5592 -0.237 -0.606 -0.514
C 1.4069 0.5130 1.6187 0.965 -1.079 0.251
C 2.5579 1.1188 2.4371 0.001 -0.001 -0.259
C 1.8238 2.2635 3.1624 -0.153 0.144 -0.151
C 0.3965 2.1046 2.6091 -0.210 0.818 1.419
O 0.6580 1.6758 1.2753 -0.345 0.210 -0.739
C -0.2856 0.8849 3.2473 -0.682 0.194 -0.128
C -1.8338 0.9084 3.0284 1.348 -0.188 1.287
O -2.5281 0.7402 4.0221 -0.313 -0.070 0.113
O -2.2749 1.1429 1.8694 -0.414 0.128 -1.902
H 1.0410 -0.8550 3.2938 -0.032 0.135 -0.194
H 1.6928 -0.0228 0.7173 -0.069 0.099 -0.048
H 2.9920 0.3927 3.1234 0.000 -0.061 -0.084
H 3.3397 1.5011 1.7794 0.001 -0.020 0.021
H 1.8519 2.1662 4.2465 -0.066 0.045 0.013
H 2.2241 3.2367 2.8767 -0.035 -0.016 0.049
H -0.1927 3.0243 2.6115 0.083 -0.175 -0.205
H -0.1458 0.8636 4.3322 -0.001 0.056 -0.227
S 0.4866 6.1279 0.6842 -0.851 -0.150 -1.139
As -0.9217 4.9946 -0.5455 -1.521 0.370 1.055
S -2.1575 3.8632 0.8809 0.940 -2.568 -0.538
S 0.1696 3.2434 -1.3509 -1.345 -0.612 0.461
S -3.4747 5.5200 -1.1689 2.485 0.365 -0.149
C 2.9416 -1.4123 -1.4525 -0.062 0.059 -0.077
C 1.9107 -2.4994 -1.4201 -0.071 0.147 -0.192
C 1.9840 -3.4482 -0.4098 -0.178 -0.116 -0.055
C 1.0826 -4.4913 -0.3373 -0.042 0.192 -0.259
Cl 1.3005 -5.7134 0.8580 0.007 -0.348 0.443
C 0.0383 -4.5892 -1.2367 0.132 0.023 0.144
C -0.0515 -3.6448 -2.2361 0.097 0.294 -0.121
C 0.8867 -2.6189 -2.3705 -0.159 -0.528 0.222
O 0.7698 -1.9225 -3.5405 0.209 -0.163 -0.035
C 0.8976 -0.5126 -3.6231 -0.345 0.749 0.275
C -0.1139 0.2265 -2.6817 -0.027 -0.393 -1.802
O -1.1786 0.5841 -3.1661 -0.133 -0.065 -0.290
O 0.2987 0.3704 -1.5050 0.014 0.310 1.933
H 3.6426 -1.5356 -0.6287 0.064 -0.023 0.012
H 2.4491 -0.4453 -1.3534 0.088 0.087 -0.037
H 3.4971 -1.4322 -2.3905 0.081 0.077 -0.041
H 2.7770 -3.3786 0.3207 0.026 0.001 0.073
H -0.6866 -5.3851 -1.1541 -0.026 -0.035 0.025
H -0.8572 -3.6821 -2.9542 -0.032 0.001 -0.097
H 0.6335 -0.2816 -4.6591 0.053 0.017 0.242
H 1.9123 -0.1635 -3.4110 -0.040 -0.150 -0.054
S -4.7626 1.1498 -2.4408 0.554 -0.075 0.361
C -4.2205 -0.3838 -1.8750 -0.075 0.339 -0.079
C -3.1010 -0.2375 -1.1359 -0.441 -0.725 -0.172
N -2.6775 1.0540 -1.0085 -0.806 0.148 -0.173
C -3.4513 1.8906 -1.6357 -0.306 0.246 -0.288
H -4.7581 -1.2744 -2.1242 0.004 -0.277 0.026
H -2.5299 -1.0124 -0.6546 0.087 -0.118 0.106
H -3.3225 2.9592 -1.6844 0.178 0.295 0.174



[2]
42
Properties=species:S:1:pos:R:3:forces:R:3 method="wB97M-V/def2-TZVPD" charge=0 homo_energy_ev="-6.77 / -6.15" energy_ev=-32780.7324
Be 0.1686 1.1487 0.2784 0.283 -0.529 -0.782
C 0.2461 -0.0111 -3.4141 -0.167 0.113 -0.081
H 1.3306 0.1398 -3.4634 -0.253 -0.126 0.142
H -0.0140 -1.0372 -3.7038 0.132 0.260 0.195
H -0.2212 0.6749 -4.1260 0.025 -0.069 0.073
H -0.1339 0.2203 -2.4055 0.263 -0.215 -0.390
H -2.1749 0.7396 0.0626 -0.156 -0.059 1.037
O -1.4785 -0.5504 1.5595 0.090 -0.419 0.329
C -1.5415 0.5660 0.9793 -0.041 -0.083 -1.382
C -0.9802 1.7890 1.6054 0.636 0.615 0.756
C -1.7750 2.9225 1.8592 0.005 0.209 -0.271
C -1.2124 4.0947 2.3324 -0.040 -0.209 0.129
C 0.1803 4.2357 2.4116 0.284 -0.157 -0.085
C 1.0048 3.1706 2.0841 0.066 -0.691 0.214
C 0.4415 1.8853 1.8375 -0.730 0.337 0.062
P 1.8289 0.4154 1.8590 1.640 0.585 -0.763
C 1.8599 0.3898 3.6676 -0.266 0.138 0.926
C 3.0936 0.5267 4.3444 -0.674 0.009 -0.157
C 3.1015 0.7112 5.7258 -0.314 -0.159 0.185
C 1.8909 0.7318 6.4377 -0.081 -0.092 -0.243
C 0.6703 0.5356 5.7732 0.325 -0.081 0.069
C 0.6556 0.3581 4.3913 0.327 0.128 0.205
C 1.8254 -1.4067 1.5000 -0.693 -0.516 -0.359
C 1.1631 -2.3637 2.2844 -0.057 -0.062 -0.210
C 1.4219 -3.7290 2.1169 0.201 0.178 -0.158
C 2.3315 -4.1582 1.1436 -0.033 0.438 0.040
C 2.9304 -3.2182 0.2922 -0.066 -0.027 0.281
C 2.6889 -1.8579 0.4714 -0.450 0.382 0.313
H -2.8440 2.8333 1.6791 0.151 0.082 0.184
H -1.8492 4.9119 2.6582 0.044 -0.056 -0.222
H 0.6252 5.1806 2.7278 -0.159 -0.232 -0.257
H 2.0902 3.3047 1.9838 -0.433 -0.182 0.437
H 4.0305 0.4956 3.7856 -0.279 0.116 0.095
H 4.0536 0.8286 6.2532 -0.393 -0.023 -0.183
H 1.8902 0.8845 7.5185 0.067 -0.035 -0.315
H -0.2751 0.5099 6.3228 0.398 0.062 -0.102
H -0.2927 0.2130 3.8651 0.319 0.060 0.150
H 0.4096 -2.0427 3.0014 0.266 -0.063 -0.074
H 0.9109 -4.4597 2.7474 0.167 0.252 -0.178
H 2.5867 -5.2146 1.0559 -0.185 0.259 -0.069
H 3.6013 -3.5423 -0.5046 -0.160 0.070 0.261
H 3.1550 -1.1203 -0.1847 -0.060 -0.206 0.197



[3]
44
Properties=species:S:1:pos:R:3:forces:R:3 method="wB97M-V/def2-TZVPD" charge=0 homo_energy_ev=-5.12 energy_ev=-166716.0095
Br 5.8641 2.0516 2.9385 0.129 0.052 0.056
C 4.4622 1.2849 1.9296 -0.594 -0.302 -0.628
C 4.1823 1.7639 0.6368 -0.130 -0.240 0.542
C 3.1240 1.2251 -0.0877 0.077 -0.134 0.504
C 2.3224 0.1782 0.4486 0.125 -0.037 -0.109
C 1.2507 -0.3732 -0.3174 0.177 0.202 0.500
C 0.5392 -1.5127 0.0378 -0.497 0.141 -0.962
C -0.4479 -2.0494 -0.7791 0.321 0.509 0.390
C -1.2405 -3.1898 -0.4499 -0.420 -0.686 0.169
C -2.1783 -3.6977 -1.3918 0.209 -0.099 0.625
C -2.9755 -4.7964 -1.0950 0.186 -0.137 0.580
C -2.8539 -5.4334 0.1544 0.598 0.862 -0.330
Br -3.9391 -6.9234 0.5607 -0.089 -0.123 0.036
C -1.9226 -4.9643 1.0968 -0.173 0.113 -0.502
C -1.1277 -3.8581 0.8032 -0.498 -0.231 -0.510
C 2.6481 -0.3105 1.7449 0.512 0.475 0.057
C 3.7048 0.2328 2.4713 -0.106 0.265 -0.500
H 4.7952 2.5514 0.2093 -0.049 -0.073 0.074
H 2.9154 1.5758 -1.1022 0.122 -0.087 0.243
H 1.0306 0.0857 -1.2835 0.073 -0.053 0.077
H 0.7892 -2.0240 0.9699 -0.135 0.206 -0.281
H -0.6172 -1.5854 -1.7536 0.070 -0.111 0.134
H -2.2580 -3.2057 -2.3628 -0.030 -0.155 0.234
H -3.6908 -5.1687 -1.8212 0.074 0.018 0.086
H -1.8265 -5.4676 2.0540 -0.028 0.055 -0.117
H -0.4120 -3.5023 1.5446 -0.272 -0.178 -0.174
H 2.0676 -1.1258 2.1769 0.242 0.278 -0.062
H 3.9505 -0.1570 3.4544 -0.044 0.080 -0.101
O -3.2941 4.5490 0.8311 -0.714 -1.423 0.053
C -3.8632 3.5231 0.8924 -0.145 -0.157 0.022
C -1.3371 1.8813 -0.8281 0.133 0.138 1.325
C -1.1973 2.6774 -2.0632 0.658 0.692 0.095
C 0.0194 3.5844 -1.7340 0.426 0.036 -0.367
C 0.2422 3.4896 -0.2210 0.001 0.366 -0.020
N -0.5589 2.3100 0.1428 -0.831 -0.594 -1.367
O -4.4216 2.4915 0.9445 0.893 1.573 -0.096
H -2.0403 1.0525 -0.7100 0.460 0.104 0.242
H -1.0213 2.0521 -2.9442 -0.209 0.035 0.167
H -2.0848 3.3031 -2.2376 -0.035 -0.400 0.016
H 0.9177 3.2183 -2.2450 -0.260 0.097 0.021
H -0.1515 4.6198 -2.0328 0.071 -0.177 -0.046
H 1.2958 3.3644 0.0590 -0.304 -0.229 0.004
H -0.1530 4.3793 0.2909 0.023 -0.386 0.067
H -0.5085 1.9002 1.0680 -0.020 -0.283 -0.147